# 1
Density functional theory data (wB97M-V/def2-TZVPD) for a structure of composition C44H33Cl2N6O2PPbSe.

Cartesian coordinates (Å):
Pb 0.939083 -1.777673 0.595401
Cl 7.845216 -2.620860 -1.911855
C 6.473808 -2.609070 -0.910689
C 5.263269 -2.350929 -1.431478
C 4.098072 -2.291179 -0.580584
N 2.899199 -2.047322 -0.967006
C 2.560230 -1.939394 -2.365074
O 3.180150 -1.280296 -3.147069
C 1.343165 -2.754049 -2.706362
C 1.095201 -3.067947 -4.027670
C 0.002892 -3.879729 -4.311866
C -0.793140 -4.317178 -3.269668
C -0.488454 -3.915951 -1.974234
N 0.565059 -3.161853 -1.686401
C 4.263938 -2.627591 0.888509
C 5.600181 -2.868648 1.374507
C 6.648156 -2.858032 0.534733
Cl 8.213754 -3.148509 1.125448
N 3.173272 -2.716469 1.563666
C 3.161350 -3.318829 2.870807
O 3.937979 -4.179105 3.181931
C 2.054495 -2.872051 3.780222
C 2.075720 -3.324688 5.089137
C 1.081907 -2.882401 5.952343
C 0.116446 -2.017969 5.467403
C 0.164219 -1.633014 4.134062
N 1.114074 -2.048563 3.301580
H 5.156031 -2.115500 -2.477569
H 1.750316 -2.689224 -4.799148
H -0.220761 -4.160541 -5.331801
H -1.653235 -4.947703 -3.443806
H -1.121526 -4.212909 -1.146410
H 5.750648 -3.084052 2.419005
H 2.857653 -3.997235 5.410257
H 1.066185 -3.208684 6.983184
H -0.672304 -1.640669 6.102972
H -0.589731 -0.972099 3.725453
C -0.459790 2.237113 -4.013270
N -1.819006 1.800172 -3.755278
C -2.192118 0.674893 -3.116893
Se -1.103388 -0.645257 -2.435129
N -3.540413 0.677070 -3.059552
C -4.053478 1.829254 -3.639856
C -5.345992 2.299021 -3.810190
C -5.480483 3.530862 -4.429026
C -4.368845 4.256121 -4.870500
C -3.079169 3.775921 -4.711867
C -2.947308 2.548124 -4.082013
H 0.217703 1.465681 -3.659284
H -0.271947 3.168572 -3.480507
H -0.323114 2.384228 -5.083654
H -4.054106 -0.078626 -2.639977
H -6.208774 1.740749 -3.473543
H -6.469648 3.940615 -4.579275
H -4.520050 5.212182 -5.352244
H -2.222530 4.338347 -5.056771
C -3.822945 -1.153743 2.990473
C -3.252808 -1.692651 1.847587
C -2.222830 -1.013846 1.207542
C -1.737825 0.199694 1.705067
C -2.345998 0.743683 2.837200
C -3.377229 0.071362 3.473343
P -0.298028 0.928619 0.846121
C -0.934720 2.420054 0.035104
C -2.291123 2.572116 -0.240857
C -2.751413 3.728975 -0.853998
C -1.858296 4.726199 -1.219165
C -0.502372 4.570887 -0.960667
C -0.040328 3.423119 -0.336840
C 0.721621 1.637423 2.184958
C 0.335622 2.743980 2.946502
C 1.132786 3.209600 3.977631
C 2.343371 2.587720 4.263509
C 2.766015 1.518252 3.490757
C 1.961127 1.062271 2.456315
H -4.628393 -1.671960 3.493656
H -3.622501 -2.625593 1.442687
H -1.856173 -1.386638 0.254462
H -2.012114 1.691313 3.235378
H -3.841614 0.507936 4.347819
H -2.998386 1.807211 0.056137
H -3.809794 3.854948 -1.041134
H -2.219211 5.630802 -1.690513
H 0.196744 5.351580 -1.230422
H 1.016617 3.323533 -0.117896
H -0.583438 3.266621 2.710987
H 0.816204 4.069221 4.553038
H 2.964912 2.958453 5.067372
H 3.726451 1.055972 3.677564
H 2.356010 0.265756 1.827183

Forces on the atoms, in the same order (eV/Å):
-0.4 -0.4 -0.1
0.0 0.0 0.0
0.0 0.0 -0.1
0.0 0.0 0.0
0.0 0.0 -0.1
-0.1 0.3 -0.3
-0.1 -0.1 0.2
-0.1 0.0 0.0
0.1 0.0 0.2
0.0 -0.1 0.0
0.0 0.0 0.0
0.0 0.0 0.0
0.0 0.0 -0.1
0.3 0.0 -0.2
0.1 0.0 0.0
-0.1 0.0 0.1
0.1 0.0 0.1
-0.1 0.0 0.0
-0.1 -0.1 0.5
-0.1 0.1 -0.2
0.0 0.0 0.0
0.2 0.0 0.0
-0.1 0.1 0.0
0.0 0.0 0.0
0.0 0.0 0.0
-0.1 0.0 0.1
0.2 0.0 -0.2
0.0 0.0 0.0
0.0 0.0 0.0
0.0 0.0 0.0
0.0 0.0 0.0
0.0 0.0 0.0
0.0 0.0 0.0
0.0 0.0 0.0
0.0 0.0 0.0
0.0 0.0 0.0
0.0 0.0 0.0
0.0 -0.1 0.0
0.0 0.0 0.1
0.0 0.2 0.0
0.0 -0.1 0.0
0.1 -0.1 0.1
0.0 0.1 -0.1
0.0 0.0 0.0
0.0 0.0 0.0
0.0 0.0 0.0
0.0 0.0 0.0
-0.1 0.0 0.0
0.0 0.0 0.0
0.0 0.0 0.0
0.0 0.0 0.0
0.0 0.0 0.0
0.0 0.0 0.0
0.0 0.0 0.0
0.0 0.0 0.0
0.0 0.0 0.0
0.0 0.0 0.0
0.0 0.1 0.0
-0.1 0.0 -0.1
-0.1 -0.2 -0.1
0.1 0.0 0.0
0.0 0.0 0.0
0.2 0.4 0.4
-0.1 -0.1 -0.2
-0.1 0.0 0.1
0.0 0.0 -0.1
0.0 0.0 0.0
0.0 0.0 0.0
0.0 0.0 0.0
0.1 0.0 0.1
-0.1 0.0 -0.1
0.0 0.0 0.0
0.0 0.0 0.0
0.0 0.1 0.0
0.1 -0.1 -0.1
0.0 0.0 0.0
0.0 0.0 0.0
0.0 0.0 0.0
0.0 0.0 0.0
0.0 0.0 0.0
0.0 0.0 0.0
0.0 0.0 0.0
0.0 0.0 0.0
0.0 0.0 0.0
0.0 0.0 0.0
0.0 0.0 0.0
0.0 0.0 0.0
0.0 0.0 0.0
0.0 0.0 0.0
-0.1 0.0 0.0

Frontier orbital gap ... 4.39 eV
Lowest unoccupied orbital energy ... -7.54 eV
Net charge ... +2
Total energy ... -6031.11994 Eh

# 2
Density functional theory data (wB97M-V/def2-TZVPD) for a structure of composition C44H35Br2IrN4O2STe at a distorted geometry.

Cartesian coordinates (Å):
Ir -0.510408 -0.609210 0.372687
Br -4.318320 -2.667124 5.533376
C -3.278088 -1.951612 4.160486
C -3.783473 -0.965840 3.330594
C -2.998372 -0.525033 2.285647
N -1.770958 -1.001617 2.032763
C -1.246663 -1.876092 2.917790
C -1.980916 -2.394144 3.966999
C 0.173443 -2.224248 2.710737
C 0.970177 -2.800522 3.678514
C 2.283419 -3.112209 3.348532
Br 3.413912 -3.862138 4.629669
C 2.748341 -2.864078 2.067985
C 1.903529 -2.236583 1.174047
N 0.649650 -1.906394 1.496506
H -4.768429 -0.549985 3.484473
H -3.353147 0.268263 1.647774
H -1.553159 -3.137396 4.622811
H 0.589234 -3.003694 4.668022
H 3.751622 -3.128613 1.770981
H 2.221162 -1.994762 0.171095
C 2.003781 3.104940 -5.145064
C 1.714348 2.162210 -4.010492
C 2.709395 1.346299 -3.464710
C 2.460174 0.504777 -2.402449
C 3.620182 -0.344277 -1.921657
O 4.242818 -0.963173 -2.751567
C 4.044443 -0.346283 -0.488104
C 5.090079 -1.189042 -0.115985
C 5.553144 -1.188826 1.190853
C 4.969025 -0.351949 2.134332
C 3.931191 0.493454 1.763362
C 3.476938 0.499384 0.452848
C 1.146206 0.388010 -1.881527
O 0.954197 -0.490659 -0.933905
C 0.110631 1.190433 -2.441648
C 0.439021 2.065626 -3.483838
C -1.292847 1.055872 -2.041997
N -1.683697 0.297943 -1.063820
C -3.119762 -0.002927 -0.919495
C -3.527995 -1.087596 -1.899164
Te -2.040265 -2.615924 -2.052242
C -2.245675 -3.359876 -0.084891
C -1.119456 -3.908789 0.523793
C -1.224692 -4.516611 1.769127
C -2.450560 -4.568804 2.418552
C -3.571232 -4.009356 1.818258
C -3.472917 -3.410923 0.568080
C -2.286249 1.807417 -2.868661
C -2.865665 2.956131 -2.340129
C -3.788953 3.671235 -3.089578
C -4.138218 3.236831 -4.360556
C -3.550515 2.096961 -4.893575
C -2.618076 1.386790 -4.152554
H 3.060477 3.112683 -5.402535
H 1.700497 4.122011 -4.892433
H 1.439403 2.818321 -6.034276
H 3.711088 1.376337 -3.877694
H 5.540065 -1.822586 -0.869505
H 6.377092 -1.831455 1.472695
H 5.334933 -0.347519 3.153278
H 3.487608 1.158975 2.494181
H 2.690102 1.175915 0.161203
H -0.337279 2.679307 -3.920778
H -3.727843 0.896786 -1.012219
H -3.268645 -0.426077 0.060072
H -3.691485 -0.717230 -2.908075
H -4.456084 -1.550800 -1.568081
H -0.160948 -3.888420 0.016534
H -0.348047 -4.958804 2.226061
H -2.539068 -5.065925 3.375914
H -4.534302 -4.065691 2.310275
H -4.368302 -3.024921 0.095835
H -2.588272 3.294117 -1.347518
H -4.232790 4.569392 -2.681604
H -4.864907 3.790526 -4.939453
H -3.812883 1.765112 -5.889048
H -2.140570 0.509492 -4.575046
S -0.443236 1.464000 1.790247
C 0.819140 2.629572 1.670488
N 1.312711 3.120210 2.830857
C 2.263122 4.076289 2.917402
C 2.804870 4.600902 1.779944
C 2.324540 4.138193 0.548571
C 1.345731 3.172575 0.493671
H 0.905334 2.745718 3.681503
H 2.548430 4.378169 3.914487
H 3.574504 5.354919 1.842468
H 2.716231 4.558075 -0.368959
H 0.947433 2.825567 -0.451548

Forces on the atoms, in the same order (eV/Å):
-0.1 0.9 -0.5
0.0 -0.1 0.0
0.2 0.1 0.2
0.1 0.1 0.0
0.0 0.1 0.3
-0.3 -0.4 -0.1
0.2 0.4 0.2
0.0 0.5 0.3
-0.1 0.2 0.0
0.0 -0.1 -0.1
0.0 0.0 0.0
0.0 0.0 0.0
-0.1 -0.2 0.0
-0.1 -0.2 0.0
0.6 1.0 0.6
0.0 0.0 0.0
0.0 0.0 0.1
0.0 0.0 0.0
0.0 0.0 0.0
0.0 0.0 0.0
0.0 0.1 0.0
-0.1 0.0 -0.1
-0.1 0.0 0.1
-0.1 0.2 -0.1
-0.3 -0.2 0.3
-0.3 0.1 -0.3
0.1 -0.1 0.1
0.1 0.0 -0.1
0.0 0.0 0.0
0.0 0.0 0.0
0.0 0.1 0.0
0.0 0.0 0.0
0.1 0.1 0.2
0.1 0.4 -0.4
0.2 -0.4 0.3
0.0 -0.4 0.5
0.3 0.3 -0.3
0.5 -0.1 -0.2
-0.3 1.1 0.9
0.2 0.0 -0.3
-0.2 -0.2 -0.1
0.3 0.0 0.4
-0.1 -0.2 0.1
-0.2 -0.4 -0.1
-0.2 -0.5 -0.3
0.0 -0.4 -0.4
0.0 -0.1 -0.2
0.0 -0.1 0.0
-0.2 -0.2 0.1
0.0 0.0 0.0
0.0 0.0 0.0
0.0 0.0 0.0
0.0 0.0 0.0
0.0 0.0 0.0
0.0 0.0 0.0
0.1 0.0 0.0
0.1 0.0 0.0
0.0 0.0 0.0
0.0 0.0 0.0
0.0 0.0 0.0
0.0 0.0 0.0
0.0 0.0 0.0
-0.1 0.0 -0.1
0.0 0.0 0.0
-0.1 -0.1 -0.1
0.0 0.0 0.0
0.1 0.0 -0.1
0.0 0.0 -0.1
-0.1 -0.1 0.0
0.0 -0.1 0.0
0.0 0.0 0.0
0.0 0.0 0.0
0.0 0.0 0.0
0.0 0.0 0.0
0.0 0.0 0.0
0.0 0.0 0.0
0.0 0.0 0.0
0.0 0.0 0.0
-0.4 -1.4 -0.3
0.7 0.2 -0.7
-0.2 -0.1 0.1
-0.1 0.0 0.1
0.0 -0.1 -0.1
0.1 0.1 0.1
-0.3 -0.2 0.0
0.1 0.0 0.0
0.0 0.0 0.0
0.0 0.0 0.0
0.0 0.0 0.0
0.0 0.0 0.0

Frontier orbital gap (spin up / spin down) ... 5.63 / 5.63 eV
Lowest unoccupied orbital energy (spin up / spin down) ... -6.88 / -6.88 eV
Net charge ... +2
Total energy ... -7985.31955 Eh

# 3
Density functional theory data (wB97M-V/def2-TZVPD) for a structure of composition C44H35Cl2N3O4P2S3SbTeV at a distorted geometry.

Cartesian coordinates (Å):
V 0.344092 0.603112 -0.630835
S -0.817226 4.841410 1.651962
Sb 0.841138 3.269880 1.205316
S -0.465473 1.149959 1.419149
S 0.719673 2.963954 -1.194650
Cl 5.274521 -0.232740 -5.846158
C 3.861610 -0.078900 -4.816810
C 2.586349 -0.140746 -5.399054
C 1.482537 -0.053748 -4.599195
Cl -0.099873 -0.133147 -5.315953
C 1.567962 0.081323 -3.189256
O 0.474253 0.083869 -2.468966
C 2.867528 0.218339 -2.649105
C 3.078540 0.477850 -1.252469
O 2.142206 0.547607 -0.430214
C 4.003713 0.105494 -3.478066
H 2.472921 -0.248706 -6.468597
H 4.088996 0.632184 -0.884694
H 4.991673 0.175211 -3.036849
Te -1.453986 -3.664023 -1.141326
C -1.958335 -5.549356 -0.343134
C -1.545170 -6.718363 -0.973827
C -1.870447 -7.946202 -0.415736
N -2.572015 -8.091964 0.711614
C -2.967740 -6.956436 1.304297
C -2.690786 -5.684137 0.826731
C -1.322995 -2.613491 0.711418
P -2.765209 -1.455520 0.992413
C -2.796688 -1.377941 2.850471
C -2.585566 -2.480089 3.677009
C -2.635387 -2.362345 5.060068
C -2.892886 -1.124218 5.643413
C -3.106931 -0.016574 4.834489
C -3.059717 -0.147097 3.447441
C -4.350725 -2.411598 0.701668
C -5.251678 -2.755749 1.716282
C -6.492615 -3.325021 1.434572
C -6.874531 -3.565835 0.124342
C -6.008976 -3.203556 -0.902057
C -4.780972 -2.621410 -0.615378
P 0.271284 -1.653402 0.565200
C 0.990257 -1.576178 2.293844
C 0.470754 -2.394893 3.282500
C 1.035739 -2.436756 4.556687
C 2.151411 -1.668121 4.848365
C 2.688342 -0.847809 3.857300
C 2.112572 -0.799494 2.596239
C 1.457558 -3.018923 0.038476
C 2.370958 -2.848445 -0.988536
C 3.281820 -3.851255 -1.329157
C 3.279817 -5.051635 -0.639765
C 2.355515 -5.243588 0.388279
C 1.464929 -4.239246 0.723954
H -0.956705 -6.681320 -1.885399
H -1.537446 -8.862436 -0.895259
H -3.544234 -7.070770 2.218085
H -3.043252 -4.811922 1.358100
H -2.375059 -3.441294 3.219926
H -2.468049 -3.233187 5.684188
H -2.912317 -1.023581 6.722907
H -3.297108 0.954386 5.277535
H -3.200605 0.724396 2.814618
H -4.989698 -2.584617 2.750925
H -7.159391 -3.577449 2.251104
H -7.835194 -4.016248 -0.096161
H -6.294230 -3.360831 -1.936261
H -4.145407 -2.315832 -1.435297
H -0.396406 -2.996621 3.045531
H 0.595986 -3.072505 5.317534
H 2.596144 -1.697752 5.837050
H 3.555011 -0.232445 4.071731
H 2.522902 -0.129596 1.852155
H 2.351227 -1.947240 -1.580459
H 3.982190 -3.685956 -2.141019
H 3.982290 -5.836097 -0.899532
H 2.327023 -6.185976 0.925340
H 0.736111 -4.404118 1.508547
O -3.225766 6.465367 0.453575
C -4.132020 5.450968 0.860900
N -3.768850 4.160570 0.337482
C -4.401263 3.569247 -0.708151
O -5.463381 3.958195 -1.178440
C -3.720051 2.339148 -1.250290
C -4.381421 1.494397 -2.127663
C -3.705695 0.390253 -2.617469
C -2.402635 0.161962 -2.199231
N -1.764958 0.971566 -1.352043
C -2.416136 2.046367 -0.909614
H -2.330378 6.134736 0.644035
H -5.110596 5.709966 0.476763
H -4.159280 5.383519 1.947182
H -2.848714 3.849329 0.630266
H -5.403180 1.723250 -2.405601
H -4.173510 -0.299268 -3.308953
H -1.845608 -0.695892 -2.548382
H -1.834882 2.696596 -0.273869

Forces on the atoms, in the same order (eV/Å):
-1.7 1.5 0.9
0.2 -0.1 0.2
-0.1 0.1 -0.2
0.1 -0.1 0.1
0.0 0.1 -0.1
-0.1 0.0 0.1
-0.1 0.0 -0.3
0.2 0.0 -0.1
-0.3 -0.1 0.0
0.1 0.0 0.1
-0.7 0.0 0.4
1.0 -0.4 -0.6
0.4 0.1 0.0
-0.3 0.1 -0.2
1.7 -0.5 -0.1
0.0 0.1 0.3
0.0 0.0 0.0
0.2 0.0 0.0
-0.1 0.0 0.0
-0.2 0.2 0.3
0.2 0.0 -0.1
0.0 -0.1 -0.1
-0.1 0.1 0.1
0.0 0.3 0.0
0.1 -0.2 -0.1
0.0 -0.2 0.1
0.2 0.3 -0.5
0.1 -0.1 0.1
-0.1 0.0 -0.1
-0.2 0.0 0.1
-0.1 0.1 -0.1
0.0 0.0 -0.1
0.0 -0.1 -0.1
0.0 0.1 0.0
0.1 0.0 0.1
0.0 -0.1 0.0
0.1 0.1 0.0
0.1 0.0 0.0
0.1 0.0 0.1
0.0 0.0 0.0
-0.4 -1.3 0.1
-0.1 0.0 -0.1
0.0 0.0 0.2
0.0 0.0 -0.1
0.0 0.0 -0.1
0.0 -0.1 0.0
-0.1 0.0 0.0
-0.1 0.1 0.2
0.0 -0.1 -0.2
-0.1 0.1 0.1
-0.1 0.0 0.1
0.0 0.0 -0.1
0.0 0.0 0.0
0.0 0.0 0.1
0.0 0.0 0.0
0.0 0.0 0.0
0.0 0.1 0.1
0.0 0.0 0.0
0.0 0.0 0.0
0.0 0.0 0.0
0.0 0.0 0.0
0.0 -0.1 0.1
0.0 0.0 0.0
0.0 0.0 0.0
0.0 0.0 0.0
0.0 0.0 0.0
0.0 0.0 0.0
0.2 0.0 0.0
0.0 0.0 0.0
0.0 0.0 0.0
0.0 0.0 0.0
0.0 0.0 0.0
0.0 0.1 0.0
0.0 0.0 0.0
0.0 0.0 0.0
0.0 0.0 0.0
0.0 0.0 0.0
-0.6 -0.1 -0.1
0.4 0.3 -0.3
-0.3 -0.2 -0.3
0.1 0.1 0.2
0.0 0.0 0.0
-0.1 0.2 0.1
0.0 0.0 0.0
0.0 0.0 0.0
0.0 0.1 0.2
-0.1 -0.4 -0.2
0.3 -0.1 0.0
0.2 0.0 0.1
-0.1 0.0 0.0
0.0 0.0 0.2
0.0 0.0 0.1
0.0 0.0 0.0
0.0 0.0 0.0
0.1 0.0 0.0
0.1 0.0 0.0

Frontier orbital gap (spin up / spin down) ... 5.51 / 5.50 eV
Lowest unoccupied orbital energy (spin up / spin down) ... 3.54 / 3.54 eV
Net charge ... -2
Total energy ... -6413.05495 Eh